Density functional theory data (ωB97M-V/def2-TZVPD) for a molecular structure, C36H25MoN7O3S2.

The geometry in XYZ format:
```
74
Properties=species:S:1:pos:R:3
Mo 0.9570 -0.2669 0.5635
C 1.8642 4.0609 1.1011
C 1.7106 2.6892 1.2771
N 1.2895 1.8532 0.3270
C 1.0576 2.3984 -0.8921
C 1.2156 3.7757 -1.1849
C 1.6102 4.6213 -0.1280
C 0.9997 4.2043 -2.5088
C 0.7097 3.2864 -3.4897
C 0.5729 1.9307 -3.2078
C 0.7012 1.4701 -1.8980
N 0.6459 0.2007 -1.4244
C 0.4162 -0.8862 -2.2322
C -0.4002 -1.0285 -3.3487
C -0.3590 -2.2186 -4.0765
C 0.4836 -3.2546 -3.7460
C 1.2895 -3.1650 -2.5969
C 2.2302 -4.1337 -2.1844
C 3.0069 -3.8604 -1.0829
C 2.7770 -2.7080 -0.3302
N 1.8548 -1.8048 -0.6486
C 1.1849 -1.9958 -1.8108
H 2.1968 4.6592 1.9370
H 1.9724 2.2776 2.2372
H 1.7320 5.6794 -0.3021
H 1.0959 5.2520 -2.7441
H 0.5855 3.6159 -4.5104
H 0.3978 1.2406 -4.0148
H -1.0791 -0.2429 -3.6436
H -0.9946 -2.3073 -4.9441
H 0.5495 -4.1343 -4.3685
H 2.3443 -5.0455 -2.7502
H 3.7948 -4.5353 -0.7851
H 3.3827 -2.5086 0.5418
O -6.2933 1.7684 -2.2077
C -5.0686 2.3446 -2.2176
O -4.9281 3.4742 -2.5994
C -3.9660 1.5017 -1.6942
C -3.9268 0.1164 -1.8713
C -2.9283 -0.6298 -1.2897
C -1.9539 -0.0261 -0.4797
C -1.9669 1.3697 -0.3560
C -2.9446 2.1173 -0.9692
N -1.0412 -0.7828 0.2210
C -1.4833 -1.9210 0.7701
C -0.5993 -2.6423 1.5497
C -0.9416 -3.8676 2.1845
C -0.0141 -4.5298 2.9253
C 1.2595 -3.9439 3.0787
C 1.5237 -2.7488 2.4636
N 0.6539 -2.0847 1.6854
H -6.2789 0.8930 -1.7984
H -4.6643 -0.3882 -2.4830
H -2.8737 -1.6956 -1.4599
H -1.2406 1.8603 0.2735
H -2.9737 3.1887 -0.8502
H -2.5205 -2.2215 0.6831
H -1.9422 -4.2465 2.0440
H -0.2405 -5.4739 3.3943
H 2.0119 -4.4153 3.6885
H 2.4954 -2.2929 2.6069
S 0.0089 0.3868 2.8529
C 1.4773 0.5238 3.8244
C 1.2532 0.8473 5.1643
N 1.0079 1.1558 6.2461
C 2.7485 0.2882 3.3220
S 3.1641 -0.0796 1.6915
C 3.8344 0.3482 4.2146
N 4.7369 0.3744 4.9236
C -1.4800 2.4761 3.5184
O -0.5114 1.9671 2.6264
H -1.0818 2.5654 4.5319
H -2.3689 1.8403 3.5242
H -1.7388 3.4636 3.1364
```

Calculated values
Relative energy (zero: lowest compared OMol25 entry of this formula, charge and spin)   55.30 kJ/mol
F_max   0.04017 hartree/bohr
Calculated total energy   -2860.47457 a.u.
Total charge   0
Frontier orbital gap (spin up / spin down)   4.6 / 4.8 eV